62
Properties=species:S:1:pos:R:3 method="wB97M-V/def2-TZVPD" lumo_ev=0.2 spin_multiplicity=1 smiles="COC(=O)OC.ClC(Cl)Cl.ClC(Cl)Cl.CC(C)=O.CC(C)=O.CC(C)=O.CC(C)=O" e_tot_ha=-3954.7678 e_homo_ev=-9.707
H 4.549 2.740 2.418
O 2.233 3.447 1.784
C -0.005 -2.581 3.367
H -1.794 -2.855 -1.328
H 0.110 -5.516 0.087
H -0.752 -3.279 3.744
C 0.763 -3.232 2.271
H -6.176 -0.458 -2.415
H -0.493 -2.622 -0.179
C -4.033 1.625 -0.902
H 0.085 3.032 -0.824
H -2.128 -2.199 0.314
C -5.166 1.322 -1.848
C -5.176 -0.037 -2.533
H 2.477 -3.022 0.973
O 0.478 -4.340 1.877
H 0.659 -2.312 4.193
H -4.411 -0.714 -2.167
O -6.023 2.136 -2.085
H 0.422 -1.518 -1.969
C 4.525 3.002 1.364
C 1.901 -2.431 1.682
H 1.935 4.266 -0.562
O -0.584 -0.163 0.914
C 3.132 3.417 0.975
Cl -0.094 1.368 4.327
O -1.278 -0.905 -1.088
H -4.113 1.000 -0.008
H -0.490 -1.665 3.024
H -4.076 2.677 -0.635
Cl -2.004 3.125 3.033
C 1.432 -1.232 -1.676
C -1.444 -2.207 -0.534
H 2.335 1.641 -2.268
H 2.047 -2.109 -1.481
H 1.686 1.377 -3.877
H 1.363 -0.648 -0.752
H -1.292 2.730 0.181
Cl -0.072 4.209 4.925
C -0.367 2.971 3.679
H 4.836 2.144 0.765
H -5.056 0.146 -3.602
H 0.338 3.157 2.880
H 1.507 -1.544 1.178
C -0.237 -5.928 -0.850
H 2.764 2.762 -0.994
Cl 0.101 -7.652 -0.872
H 0.366 2.107 0.653
Cl 0.563 -5.074 -2.164
Cl -1.985 -5.615 -0.899
H 5.227 3.819 1.182
C 1.626 1.042 -2.844
C -0.800 0.006 -0.244
O 2.825 -0.905 -3.549
H -3.082 1.401 -1.390
H 2.551 -2.080 2.488
C 2.051 -0.416 -2.770
C -0.346 2.300 -0.141
C 2.874 3.729 -0.489
H 3.695 4.268 -0.957
H 0.616 1.162 -2.453
O -0.595 1.130 -0.928


13
Properties=species:S:1:pos:R:3 method="wB97M-V/def2-TZVPD" lumo_ev=-1.5 spin_multiplicity=1 smiles="O=C1NC(=O)C(CCl)=C1Cl" e_tot_ha=-1317.9625 e_homo_ev=-10.601 de_lowest_kj_mol=0.00
O 2.376 2.562 1.949
H 2.120 2.541 -0.650
C -0.823 -0.869 0.416
Cl -0.009 -2.388 -0.234
C 0.904 0.863 -0.600
Cl 0.218 0.394 3.304
N 1.783 1.780 -0.080
O 0.737 0.815 -1.815
C 0.671 0.842 1.677
C 1.674 1.821 1.290
C 0.200 0.225 0.540
H -1.635 -0.580 -0.248
H -1.336 -1.126 1.331